Here is a cluster of 2 separate species, C12H17N in total from the Open Molecules 2025 dataset. Energies are from ωB97M-V/def2-TZVPD.

Each atom is followed by the atoms it is bonded to, with distances in Å.
Atoms and positions in Å:
1 C 1.17 -2.53 -0.11  C17 1.373, H21 1.178, C25 1.468
2 H 2.58 -2.92 -1.84  C25 1.209
3 H -2.33 3.81 -1.67  C30 1.106
4 H -0.74 2.08 2.99  C12 1.138
5 H -1.67 -0.44 -2.49  C19 1.087
6 C 0.95 -0.08 0.60  C8 1.409, C17 1.483, C26 1.427
7 C 2.15 -0.66 -1.39  C25 1.419, C26 1.379, H27 1.054
8 C 0.24 0.36 1.73  C6 1.409, C12 1.602, C15 1.342
9 H 1.00 2.08 2.95  C12 1.085
10 H 1.63 1.46 -0.62  C26 1.123
11 N -0.41 -1.72 1.75  C15 1.342, H16 1.049, C17 1.516
12 C 0.15 1.85 2.31  H4 1.138, C8 1.602, H9 1.085, H28 1.125
13 H -1.44 2.11 -3.18  C18 1.156
14 H -3.05 2.61 -0.51  C30 1.104
15 C -0.51 -0.54 2.38  C8 1.342, N11 1.342, H24 1.044
16 H -1.10 -2.50 1.86  N11 1.049
17 C 0.64 -1.53 0.67  C1 1.373, C6 1.483, N11 1.516
18 C -2.18 1.73 -2.39  H13 1.156, C19 1.480, H20 1.114, C30 1.583
19 C -1.80 0.41 -1.84  H5 1.087, C18 1.480, H23 1.005, H29 1.203
20 H -3.13 1.92 -2.95  C18 1.114
21 H 0.89 -3.66 0.04  C1 1.178
22 H -1.30 2.78 -0.66  C30 1.080
23 H -1.09 0.31 -1.13  C19 1.005
24 H -1.17 -0.45 3.18  C15 1.044
25 C 2.07 -2.06 -1.17  C1 1.468, H2 1.209, C7 1.419
26 C 1.63 0.33 -0.58  C6 1.427, C7 1.379, H10 1.123
27 H 2.67 -0.26 -2.22  C7 1.054
28 H 0.24 2.53 1.42  C12 1.125
29 H -2.88 0.08 -1.43  C19 1.203
30 C -2.22 2.80 -1.22  H3 1.106, H14 1.104, C18 1.583, H22 1.080

Summary:
- Energy above the lowest of the compared OMol25 structures with the same formula, charge and spin: 3.2503 eV
- Calculated total energy: -14207.087 eV
- Spin multiplicity: 1
- Frontier orbital gap: 8.44 eV
- SMILES string: Cc1c[nH]c2ccccc12.CCC

Results of the natural (NBO) charge analysis, in e, for atoms 1 through 5: number 1, C, carries -0.243; number 2, H, carries 0.231; number 3, H, carries 0.204; number 4, H, carries 0.216; number 5, H, carries 0.215

---

Here is a cluster of 2 separate species, C12H17N in total from the Open Molecules 2025 dataset. Energies are from ωB97M-V/def2-TZVPD.

Each atom is followed by the atoms it is bonded to, with distances in Å.
Atoms and positions in Å:
1 H -0.16 -1.03 1.55  C20 1.096
2 H -3.69 -0.51 3.45  C6 1.088
3 H -4.43 -0.99 1.96  C6 1.092
4 C 1.98 -0.81 -1.05  H9 1.083, C13 1.385, C28 1.399
5 H -2.64 -0.26 0.75  C15 1.089
6 C -3.51 -1.07 2.54  H2 1.088, H3 1.092, C15 1.580, H17 1.080
7 N -0.59 1.59 -0.45  H10 1.001, C12 1.372, C22 1.402
8 C -0.54 -0.20 -2.16  C12 1.379, C26 1.387, H30 1.087
9 H 2.92 -1.12 -0.62  C4 1.083
10 H -1.58 1.73 -0.46  N7 1.001
11 H -2.12 0.48 2.30  C15 1.090
12 C 0.00 0.58 -1.16  N7 1.372, C8 1.379, C28 1.438
13 C 1.44 -1.52 -2.11  C4 1.385, H23 1.088, C26 1.399
14 H -1.39 -2.32 1.25  C20 1.086
15 C -2.28 -0.46 1.76  H5 1.089, C6 1.580, H11 1.090, C20 1.517
16 H 3.35 0.59 1.26  C19 1.079
17 H -3.34 -2.13 2.72  C6 1.080
18 H -0.11 -2.01 -3.39  C26 1.078
19 C 2.75 1.48 1.17  H16 1.079, C21 1.511, H25 1.097, H27 1.101
20 C -1.13 -1.45 1.84  H1 1.096, H14 1.086, C15 1.517, H29 1.095
21 C 1.44 1.31 0.44  C19 1.511, C22 1.341, C28 1.441
22 C 0.30 1.99 0.57  N7 1.402, C21 1.341, H24 1.073
23 H 2.15 -2.26 -2.47  C13 1.088
24 H 0.03 2.89 1.10  C22 1.073
25 H 2.66 2.05 2.11  C19 1.097
26 C 0.16 -1.30 -2.63  C8 1.387, C13 1.399, H18 1.078
27 H 3.26 2.29 0.63  C19 1.101
28 C 1.32 0.35 -0.63  C4 1.399, C12 1.438, C21 1.441
29 H -0.92 -1.66 2.89  C20 1.095
30 H -1.43 0.08 -2.72  C8 1.087

Summary:
- Energy above the lowest of the compared OMol25 structures with the same formula, charge and spin: 1.0672 eV
- Calculated total energy: -14209.270 eV
- Spin multiplicity: 1
- Frontier orbital gap: 8.79 eV
- SMILES string: Cc1c[nH]c2ccccc12.CCC

Results of the natural (NBO) charge analysis, in e, for atoms 1 through 5: number 1, H, carries 0.218; number 2, H, carries 0.202; number 3, H, carries 0.200; number 4, C, carries -0.195; number 5, H, carries 0.189

---

Here is a cluster of 2 separate species, C12H17N in total from the Open Molecules 2025 dataset. Energies are from ωB97M-V/def2-TZVPD.

Each atom is followed by the atoms it is bonded to, with distances in Å.
Atoms and positions in Å:
1 H 1.03 2.76 1.87  C17 1.097
2 H -0.64 -0.05 2.21  C28 1.090
3 N -2.44 -1.28 -1.31  C7 1.369, C24 1.378, H27 1.004
4 H 1.69 -0.80 0.28  C12 1.080
5 H 1.29 -0.41 -3.91  C14 1.081
6 H -1.94 -1.12 2.60  C28 1.089
7 C -1.13 -1.06 -1.66  N3 1.369, C9 1.393, C19 1.408
8 H 1.30 3.43 -1.10  C15 1.085
9 C -0.59 -0.83 -2.92  C7 1.393, C14 1.374, H21 1.087
10 H 2.67 3.65 0.00  C15 1.095
11 H 0.89 4.43 1.38  C17 1.092
12 C 1.02 -0.88 -0.57  H4 1.080, C19 1.403, C30 1.374
13 C -1.28 -1.28 0.62  C19 1.441, C24 1.364, C28 1.505
14 C 0.77 -0.66 -2.99  H5 1.081, C9 1.374, C30 1.414
15 C 1.72 3.12 -0.15  H8 1.085, H10 1.095, C17 1.527, H25 1.094
16 H 0.87 -2.20 2.06  C22 1.087
17 C 0.78 3.40 1.02  H1 1.097, H11 1.092, C15 1.527, H18 1.095
18 H -0.27 3.17 0.81  C17 1.095
19 C -0.37 -1.06 -0.48  C7 1.408, C12 1.403, C13 1.441
20 H -3.39 -1.70 0.61  C24 1.078
21 H -1.24 -0.72 -3.79  C9 1.087
22 C -0.01 -2.08 2.69  H16 1.087, H23 1.090, C28 1.529, H29 1.088
23 H -0.48 -3.06 2.73  C22 1.090
24 C -2.52 -1.37 0.07  N3 1.378, C13 1.364, H20 1.078
25 H 2.00 2.06 -0.19  C15 1.094
26 H 2.64 -0.68 -1.96  C30 1.085
27 H -3.25 -1.20 -1.90  N3 1.004
28 C -0.99 -1.08 2.08  H2 1.090, H6 1.089, C13 1.505, C22 1.529
29 H 0.29 -1.78 3.70  C22 1.088
30 C 1.56 -0.72 -1.82  C12 1.374, C14 1.414, H26 1.085

Summary:
- Energy above the lowest of the compared OMol25 structures with the same formula, charge and spin: 0.3634 eV
- Calculated total energy: -14209.974 eV
- Spin multiplicity: 1
- Frontier orbital gap: 8.75 eV
- SMILES string: CCc1c[nH]c2ccccc12.CC

Results of the natural (NBO) charge analysis, in e, for atoms 1 through 5: number 1, H, carries 0.199; number 2, H, carries 0.207; number 3, N, carries -0.527; number 4, H, carries 0.214; number 5, H, carries 0.212

---

Here is a cluster of 2 separate species, C12H17N in total from the Open Molecules 2025 dataset. Energies are from ωB97M-V/def2-TZVPD.

Each atom is followed by the atoms it is bonded to, with distances in Å.
Atoms and positions in Å:
1 C -0.27 0.33 1.92  C18 1.399, C19 1.472, C26 1.388
2 C 0.78 -1.93 2.25  C18 1.397, C24 1.367, H27 1.062
3 C 1.61 1.62 1.99  H15 1.039, C19 1.392, N22 1.421
4 C -1.43 -1.71 1.58  H13 1.122, C24 1.355, C26 1.457
5 C -0.63 2.95 1.64  H8 1.112, H10 1.152, H16 1.178, C19 1.526
6 H 0.48 -0.28 -4.63  C23 1.083
7 H -0.74 -1.09 -2.12  C21 1.151
8 H -0.05 3.87 1.89  C5 1.112
9 H -0.47 -3.64 1.69  C24 1.127
10 H -1.65 3.02 2.18  C5 1.152
11 C -0.26 0.75 -3.16  H20 1.176, C23 1.485, H28 1.076, H30 0.981
12 H -0.49 -2.21 -3.66  C21 1.180
13 H -2.43 -2.14 1.28  C4 1.122
14 H -2.39 0.19 1.25  C26 1.061
15 H 2.31 2.37 1.86  C3 1.039
16 H -1.02 2.99 0.53  C5 1.178
17 H 0.62 -2.38 -2.31  C21 1.124
18 C 0.80 -0.54 2.15  C1 1.399, C2 1.397, N22 1.468
19 C 0.24 1.70 1.77  C1 1.472, C3 1.392, C5 1.526
20 H -1.38 0.53 -2.92  C11 1.176
21 C 0.03 -1.57 -2.82  H7 1.151, H12 1.180, H17 1.124, C23 1.583
22 N 2.02 0.27 2.20  C3 1.421, C18 1.468, H25 0.910
23 C 0.68 -0.33 -3.56  H6 1.083, C11 1.485, C21 1.583, H29 1.018
24 C -0.38 -2.53 1.82  C2 1.367, C4 1.355, H9 1.127
25 H 2.91 0.09 2.28  N22 0.910
26 C -1.49 -0.26 1.60  C1 1.388, C4 1.457, H14 1.061
27 H 1.55 -2.52 2.67  C2 1.062
28 H -0.54 1.54 -3.84  C11 1.076
29 H 1.64 -0.28 -3.22  C23 1.018
30 H -0.06 1.19 -2.31  C11 0.981

Summary:
- Energy above the lowest of the compared OMol25 structures with the same formula, charge and spin: 3.5983 eV
- Calculated total energy: -14206.739 eV
- Spin multiplicity: 1
- Frontier orbital gap: 8.63 eV
- SMILES string: Cc1c[nH]c2ccccc12.CCC

Results of the natural (NBO) charge analysis, in e, for atoms 1 through 5: number 1, C, carries -0.039; number 2, C, carries -0.239; number 3, C, carries -0.015; number 4, C, carries -0.225; number 5, C, carries -0.639

---

Here is a cluster of 2 separate species, C12H17N in total from the Open Molecules 2025 dataset. Energies are from ωB97M-V/def2-TZVPD.

Each atom is followed by the atoms it is bonded to, with distances in Å.
Atoms and positions in Å:
1 H 2.59 1.83 -0.57  C21 1.078
2 N 1.54 0.76 0.96  C21 1.379, C25 1.377, H29 1.015
3 H -1.92 3.26 0.88  C8 1.100
4 H 0.92 0.76 -3.14  C19 1.094
5 H -0.66 -2.93 2.64  C9 1.081
6 H 0.32 -0.76 3.14  C30 1.084
7 H -1.95 2.09 -1.76  C13 1.095
8 C -1.22 2.96 0.08  H3 1.100, C13 1.527, H14 1.098, H27 1.090
9 C -0.28 -2.33 1.83  H5 1.081, C22 1.407, C30 1.385
10 C 1.35 0.09 -1.15  C19 1.493, C20 1.435, C21 1.360
11 C -0.03 -2.04 -0.55  C20 1.398, C22 1.380, H26 1.084
12 H 2.55 0.13 -2.94  C19 1.092
13 C -1.83 1.80 -0.71  H7 1.095, C8 1.527, H16 1.091, C18 1.518
14 H -0.42 2.51 0.68  C8 1.098
15 H -3.92 2.01 -0.14  C18 1.090
16 H -1.05 1.04 -0.73  C13 1.091
17 H -0.93 -3.77 0.42  C22 1.083
18 C -3.14 1.25 -0.20  C13 1.518, H15 1.090, H24 1.092, H28 1.090
19 C 1.51 -0.01 -2.64  H4 1.094, C10 1.493, H12 1.092, H23 1.086
20 C 0.67 -0.85 -0.32  C10 1.435, C11 1.398, C25 1.411
21 C 1.89 1.04 -0.34  H1 1.078, N2 1.379, C10 1.360
22 C -0.43 -2.82 0.52  C9 1.407, C11 1.380, H17 1.083
23 H 1.23 -0.99 -3.01  C19 1.086
24 H -3.54 0.57 -0.95  C18 1.092
25 C 0.87 -0.44 1.02  N2 1.377, C20 1.411, C30 1.398
26 H -0.14 -2.46 -1.55  C11 1.084
27 H -0.80 3.78 -0.50  C8 1.090
28 H -3.01 0.69 0.73  C18 1.090
29 H 1.98 1.15 1.79  N2 1.015
30 C 0.36 -1.13 2.12  H6 1.084, C9 1.385, C25 1.398

Summary:
- Energy above the lowest of the compared OMol25 structures with the same formula, charge and spin: 0.4962 eV
- Calculated total energy: -14209.841 eV
- Spin multiplicity: 1
- Frontier orbital gap: 8.80 eV
- SMILES string: Cc1c[nH]c2ccccc12.CCC

Results of the natural (NBO) charge analysis, in e, for atoms 1 through 5: number 1, H, carries 0.214; number 2, N, carries -0.531; number 3, H, carries 0.201; number 4, H, carries 0.219; number 5, H, carries 0.207

---

Here is a cluster of 2 separate species, C12H17N in total from the Open Molecules 2025 dataset. Energies are from ωB97M-V/def2-TZVPD.

Each atom is followed by the atoms it is bonded to, with distances in Å.
Atoms and positions in Å:
1 H 2.24 -3.66 -3.55  C5 1.133
2 H 2.02 2.50 0.73  C18 1.085
3 H -0.05 -3.50 -1.39  C11 1.105
4 C -0.65 -0.09 2.56  N10 1.383, H15 1.072, C24 1.368
5 C 1.70 -3.94 -2.59  H1 1.133, H6 1.093, C11 1.567, H29 1.093
6 H 2.02 -4.97 -2.45  C5 1.093
7 H -2.63 1.25 -0.70  C21 1.105
8 H 0.02 -2.53 -4.24  C14 1.070
9 H -0.94 -1.95 -2.88  C14 1.096
10 N -1.62 0.16 1.61  C4 1.383, H16 1.002, C28 1.406
11 C 0.15 -3.74 -2.46  H3 1.105, C5 1.567, C14 1.524, H27 1.091
12 H 1.51 1.59 3.89  C25 1.091
13 C 0.38 3.05 -0.56  C18 1.393, C20 1.409, H26 1.068
14 C -0.61 -2.84 -3.43  H8 1.070, H9 1.096, C11 1.524, H19 1.089
15 H -0.74 -0.58 3.51  C4 1.072
16 H -2.52 -0.27 1.68  N10 1.002
17 H 2.57 1.03 2.67  C25 1.107
18 C 0.99 2.32 0.46  H2 1.085, C13 1.393, C22 1.391
19 H -1.57 -3.31 -3.62  C14 1.089
20 C -0.90 2.64 -0.99  C13 1.409, C21 1.379, H30 1.106
21 C -1.60 1.58 -0.48  H7 1.105, C20 1.379, C28 1.407
22 C 0.36 1.21 1.02  C18 1.391, C24 1.412, C28 1.425
23 H 1.83 -0.16 3.83  C25 1.084
24 C 0.52 0.56 2.26  C4 1.368, C22 1.412, C25 1.507
25 C 1.66 0.73 3.23  H12 1.091, H17 1.107, H23 1.084, C24 1.507
26 H 1.03 3.69 -1.10  C13 1.068
27 H -0.19 -4.77 -2.34  C11 1.091
28 C -0.99 0.97 0.64  N10 1.406, C21 1.407, C22 1.425
29 H 2.20 -3.35 -1.81  C5 1.093
30 H -1.40 3.21 -1.80  C20 1.106

Summary:
- Energy above the lowest of the compared OMol25 structures with the same formula, charge and spin: 1.6099 eV
- Calculated total energy: -14208.728 eV
- Spin multiplicity: 1
- Frontier orbital gap: 8.55 eV
- SMILES string: Cc1c[nH]c2ccccc12.CCC

Results of the natural (NBO) charge analysis, in e, for atoms 1 through 5: number 1, H, carries 0.204; number 2, H, carries 0.206; number 3, H, carries 0.200; number 4, C, carries -0.043; number 5, C, carries -0.617